[1]
The following is a DFT calculation (the ωB97M-V functional and the def2-TZVPD basis) of a 2-piece molecular cluster, C6H12O overall.

Output
SMILES: C=C/C=C/CC.O
Charge: 0
Strongest force on any atom in eV/A: 2.2
ΔE to the lowest compared entry with this formula, charge and spin in eV: 1.661
HOMO in eV: -8.9
Orbital gap in Eh: 0.3604
LUMO level in Eh: 0.03340

Cartesian coordinates (Å):
C -3.173 0.333 0.016
C -2.037 0.198 -0.673
C -0.770 0.654 -0.100
C 0.377 0.770 -0.769
C 1.718 0.941 -0.132
C 2.617 -0.278 -0.070
H -3.155 0.980 0.883
H -4.115 -0.053 -0.347
H -2.080 -0.228 -1.668
H -0.744 0.746 0.985
H 0.389 0.394 -1.790
H 2.160 1.771 -0.695
H 1.556 1.438 0.831
H 2.065 -1.005 0.519
H 3.596 -0.051 0.345
H 2.848 -0.677 -1.059
O -0.093 -1.985 1.503
H -0.457 -1.253 0.977
H -0.701 -2.694 1.245

Need the Mulliken charges? In units of e they are: -0.70 -0.18 -0.61 -0.17 -0.62 -0.95 0.24 0.29 0.29 0.52 0.31 0.33 0.32 0.27 0.32 0.30 -0.66 0.38 0.32


[2]
The following is a DFT calculation (the ωB97M-V functional and the def2-TZVPD basis) of a 14-piece molecular cluster, C24H82N6O14 overall.

Output
Charge: 0
Strongest force on any atom in eV/A: 3.4
ΔE to the lowest compared entry with this formula, charge and spin in eV: 5.129
HOMO in eV: -9.1
Orbital gap in Eh: 0.3411
LUMO level in Eh: 0.00654

Cartesian coordinates (Å):
O 4.306 -4.030 -6.046
H 3.970 -3.201 -6.387
H 4.165 -3.975 -5.101
O -5.529 0.998 0.355
H -4.902 1.627 -0.002
H -5.812 0.485 -0.402
O 4.510 -3.829 -1.928
H 4.486 -4.457 -1.207
H 5.159 -3.178 -1.658
O -3.711 3.715 -3.492
H -3.692 4.618 -3.808
H -2.995 3.282 -3.958
O 0.874 -2.071 -6.275
H 0.274 -2.810 -6.373
H 0.994 -1.740 -7.165
O -2.838 6.376 1.768
H -3.589 5.803 1.924
H -3.153 7.251 1.996
O 1.080 5.192 3.683
H 0.320 5.231 3.103
H 1.123 6.061 4.082
O -1.566 0.430 -4.702
H -1.454 0.435 -3.751
H -0.814 -0.063 -5.029
C -8.583 -3.780 -0.624
C -8.491 -4.520 -1.948
C -7.066 -4.303 -2.549
O -7.048 -4.802 -3.820
C -5.851 -4.514 -4.552
N -8.896 -5.884 -1.797
H -7.796 -4.227 -0.016
H -9.534 -3.760 -0.092
H -8.354 -2.724 -0.769
H -9.128 -4.000 -2.663
H -6.310 -4.854 -1.990
H -6.781 -3.254 -2.628
H -5.157 -4.238 -3.758
H -6.003 -3.649 -5.198
H -5.485 -5.274 -5.242
H -9.205 -6.136 -2.725
H -7.981 -6.305 -1.723
C -2.054 -3.110 0.223
C -0.905 -2.621 -0.684
C -0.353 -1.243 -0.230
O -1.262 -0.194 -0.555
C -0.585 1.097 -0.234
N 0.188 -3.659 -0.466
H -2.442 -4.069 -0.123
H -2.831 -2.345 0.242
H -1.572 -3.156 1.199
H -1.185 -2.639 -1.738
H 0.463 -1.001 -0.911
H 0.052 -1.304 0.780
H -0.157 1.131 0.768
H -1.279 1.916 -0.419
H 0.273 1.297 -0.876
H 0.984 -3.443 -1.049
H 0.523 -3.617 0.486
C 3.060 -5.248 3.863
C 4.610 -5.238 4.038
C 5.266 -5.016 2.634
O 4.589 -5.741 1.626
C 5.088 -7.089 1.439
N 5.065 -4.180 5.029
H 2.693 -6.129 3.335
H 2.747 -4.411 3.239
H 2.430 -5.243 4.752
H 4.777 -6.226 4.465
H 6.352 -5.113 2.648
H 5.150 -3.997 2.266
H 4.634 -7.767 2.161
H 6.157 -7.277 1.542
H 4.682 -7.398 0.475
H 4.650 -4.458 5.907
H 6.069 -4.270 5.083
C 4.228 8.221 -2.488
C 2.836 8.201 -1.811
C 1.889 9.456 -1.945
O 1.570 9.721 -3.343
C 0.883 10.971 -3.537
N 2.104 7.116 -2.384
H 4.850 9.036 -2.117
H 4.037 8.522 -3.518
H 4.685 7.232 -2.450
H 3.032 8.012 -0.755
H 2.453 10.326 -1.608
H 0.970 9.266 -1.390
H 0.791 10.991 -4.623
H 1.487 11.832 -3.250
H -0.059 11.040 -2.994
H 1.714 7.487 -3.238
H 1.364 6.961 -1.714
C 5.478 1.687 -2.212
C 5.668 1.283 -0.741
C 6.970 0.587 -0.467
O 6.912 -0.692 -1.058
C 8.140 -1.421 -0.940
N 5.355 2.428 0.140
H 6.012 0.980 -2.847
H 6.096 2.531 -2.516
H 4.423 1.675 -2.489
H 4.921 0.501 -0.607
H 7.065 0.555 0.618
H 7.733 1.148 -1.006
H 7.963 -2.457 -1.228
H 8.761 -1.305 -0.051
H 8.752 -1.121 -1.790
H 4.648 2.977 -0.329
H 5.085 2.182 1.082
C -6.208 2.057 6.791
C -4.819 1.742 6.126
C -4.539 0.187 6.251
O -3.234 -0.138 5.769
C -3.066 -1.554 5.641
N -4.679 2.083 4.707
H -7.002 1.353 6.545
H -6.565 3.004 6.386
H -6.140 2.135 7.876
H -3.998 2.213 6.667
H -5.287 -0.354 5.671
H -4.775 -0.103 7.274
H -2.094 -1.788 5.207
H -3.818 -1.908 4.935
H -3.194 -2.205 6.506
H -5.113 1.324 4.203
H -3.700 1.860 4.599

Atom charges from the Mulliken analysis, given in e for atoms 1 to 99: -0.63 0.31 0.32 -0.61 0.32 0.30 -0.60 0.31 0.30 -0.63 0.31 0.31 -0.65 0.33 0.32 -0.64 0.33 0.32 -0.64 0.32 0.31 -0.66 0.33 0.33 -1.37 0.34 -0.84 -0.34 -0.65 -0.70 0.28 0.35 0.33 0.30 0.36 0.50 0.30 0.24 0.24 0.35 0.32 -1.27 0.16 -0.51 -0.29 -0.82 -0.66 0.35 0.34 0.28 0.40 0.34 0.32 0.34 0.28 0.31 0.25 0.21 -1.39 0.66 -0.85 -0.24 -0.86 -0.73 0.31 0.30 0.40 0.13 0.44 0.37 0.30 0.36 0.26 0.27 0.25 -1.40 0.33 -0.65 -0.32 -0.74 -0.74 0.36 0.27 0.36 0.38 0.37 0.35 0.25 0.29 0.29 0.32 0.26 -1.62 0.73 -0.75 -0.22 -0.86 -0.70 0.39


[3]
The following is a DFT calculation (the ωB97M-V functional and the def2-TZVPD basis) of one molecule with the formula C4H8O2.

Output
SMILES: O[C@H]1CCOC1
Charge: 0
Strongest force on any atom in eV/A: 0.4
ΔE to the lowest compared entry with this formula, charge and spin in eV: 1.296
HOMO in eV: -9.9
Orbital gap in Eh: 0.3982
LUMO level in Eh: 0.03578

Cartesian coordinates (Å):
O -0.067 -0.559 -1.794
C 0.397 -0.823 -0.482
C 1.063 0.405 0.140
C -0.150 1.272 0.477
O -1.306 0.410 0.448
C -0.851 -0.945 0.412
H -0.873 -0.036 -1.666
H 1.065 -1.688 -0.548
H 1.719 0.962 -0.530
H 1.638 0.102 1.024
H -0.307 2.032 -0.295
H -0.020 1.781 1.441
H -0.708 -1.316 1.438
H -1.606 -1.570 -0.080

Need the Mulliken charges? In units of e they are: -0.56 -0.01 -0.54 -0.51 -0.42 -0.55 0.38 0.41 0.28 0.31 0.30 0.30 0.33 0.29


[4]
The following is a DFT calculation (the ωB97M-V functional and the def2-TZVPD basis) of C6H6O as an isolated structure.

Output
Charge: 0
Strongest force on any atom in eV/A: 11.2
ΔE to the lowest compared entry with this formula, charge and spin in eV: 7.910
HOMO in eV: -9.0
Orbital gap in Eh: 0.3386
LUMO level in Eh: 0.00905

Cartesian coordinates (Å):
C 2.570 2.138 0.452
C 1.620 1.500 0.247
C 0.846 0.630 -0.474
C 0.480 -0.580 0.136
C -0.785 -1.223 -0.325
C -2.069 -0.858 0.111
H 3.108 3.244 0.906
H 0.298 0.657 -1.709
H 0.685 -0.867 1.350
H -0.570 -2.315 -0.859
H -2.849 -1.653 0.115
H -1.787 -0.325 1.139
O -1.547 -0.348 -1.088

Need the Mulliken charges? In units of e they are: -0.02 -0.44 0.02 -0.54 0.34 -0.44 0.28 0.20 0.25 0.21 0.29 0.26 -0.40


[5]
The following is a DFT calculation (the ωB97M-V functional and the def2-TZVPD basis) of one molecule with the formula C5H10ClN2OP.

Output
SMILES: CN(C)[C@](C#N)(CCl)OP
Charge: 0
Strongest force on any atom in eV/A: 2.9
ΔE to the lowest compared entry with this formula, charge and spin in eV: 2.325
HOMO in eV: -9.4
Orbital gap in Eh: 0.3683
LUMO level in Eh: 0.02368

Cartesian coordinates (Å):
C -1.112 -1.534 0.109
N 0.145 -0.840 -0.097
C 0.901 -1.391 -1.189
C 0.376 0.375 0.429
C 1.683 0.892 0.039
N 2.602 1.443 -0.358
C 0.168 0.541 1.928
Cl 1.557 -0.098 2.889
O -0.617 1.506 0.079
P -0.966 1.882 -1.478
H -1.181 -2.367 0.840
H -1.833 -0.848 0.586
H -1.411 -2.124 -0.833
H 1.892 -0.912 -1.431
H 1.135 -2.394 -0.995
H 0.493 -1.289 -2.191
H -0.819 0.082 2.292
H 0.157 1.636 2.041
H -0.826 3.310 -1.310
H -2.344 2.132 -1.351

Need the Mulliken charges? In units of e they are: -1.02 0.19 -1.15 0.67 -0.10 -0.44 -0.45 -0.19 -0.28 -0.13 0.27 0.37 0.32 0.34 0.44 0.37 0.33 0.38 0.04 0.04


[6]
The following is a DFT calculation (the ωB97M-V functional and the def2-TZVPD basis) of one molecule with the formula C7H13NO2.

Output
SMILES: C=C[C@@H](C(=O)[O-])[N+](C)(C)C
Charge: 0
Strongest force on any atom in eV/A: 3.7
ΔE to the lowest compared entry with this formula, charge and spin in eV: 4.662
HOMO in eV: -8.4
Orbital gap in Eh: 0.3175
LUMO level in Eh: 0.00955

Cartesian coordinates (Å):
C -2.040 -2.547 0.082
C -0.969 -1.773 0.210
C -0.959 -0.261 -0.337
C -2.459 0.487 -0.045
O -2.446 1.516 0.632
O -3.393 -0.106 -0.547
N 0.288 0.614 -0.021
C 1.582 0.054 -0.478
C 0.080 1.962 -0.707
C 0.380 0.954 1.456
H -2.189 -3.589 0.279
H -3.071 -2.274 -0.335
H 0.071 -1.995 0.597
H -1.003 -0.284 -1.478
H 1.488 -0.168 -1.532
H 2.450 0.742 -0.374
H 1.817 -0.879 -0.024
H -0.982 2.127 -0.731
H 0.452 2.956 -0.189
H 0.627 1.786 -1.650
H -0.416 1.551 1.620
H 0.209 -0.056 2.041
H 1.297 1.622 1.596

Need the Mulliken charges? In units of e they are: -0.80 -0.19 0.17 0.46 -0.69 -0.67 0.16 -0.99 -0.73 -0.97 0.30 0.22 0.11 0.27 0.43 0.38 0.37 0.39 0.25 0.34 0.50 0.32 0.37


[7]
The following is a DFT calculation (the ωB97M-V functional and the def2-TZVPD basis) of C51H70Cl2MnN7O2 as an isolated structure.

Output
Charge: -1
Strongest force on any atom in eV/A: 1.4
ΔE to the lowest compared entry with this formula, charge and spin in eV: 0.000
HOMO (spin up / spin down) in eV: -3.4 / -3.5
Multiplicity: 6
Orbital gap (spin up / spin down) in Eh: 0.2001 / 0.2050
LUMO level (spin up / spin down) in Eh: 0.07527 / 0.07524
Expectation value of S²: 8.760

Cartesian coordinates (Å):
Mn -0.268 -0.110 -0.140
C -6.427 -2.084 0.328
C -5.547 -1.658 -0.857
C -4.434 -0.740 -0.455
C -4.433 0.613 -0.451
C -5.543 1.530 -0.863
C -5.331 2.070 -2.289
C -3.089 1.022 -0.056
N -2.313 -0.064 0.158
C -3.098 -1.153 -0.047
C -2.698 -2.470 0.127
C -1.463 -2.921 0.613
C -1.172 -4.292 0.992
C -2.074 -5.468 0.766
C -3.162 -5.606 1.844
C 0.044 -4.262 1.612
C 0.477 -2.876 1.586
C 1.676 -2.407 2.122
C 2.140 -1.091 2.150
N 1.461 -0.023 1.688
C 2.214 1.054 1.949
C 1.841 2.377 1.686
C 0.637 2.820 1.155
N -0.349 2.012 0.699
C -1.403 2.811 0.423
C -2.669 2.350 0.053
C -1.053 4.214 0.629
C 0.225 4.219 1.085
C 1.049 5.395 1.508
C 0.987 5.647 3.023
C -1.961 5.381 0.396
C -2.891 5.663 1.587
C 3.480 0.664 2.582
C 3.432 -0.683 2.713
C 4.470 -1.602 3.284
C 4.230 -1.927 4.765
C 4.567 1.603 3.007
C 4.286 2.249 4.372
N -0.425 -2.111 0.924
C 0.763 -5.399 2.275
C 0.477 -5.477 3.783
H -7.220 -2.765 0.006
H -6.890 -1.209 0.790
H -5.826 -2.587 1.091
H -6.164 -1.160 -1.608
H -5.126 -2.546 -1.337
H -5.619 2.361 -0.156
H -6.491 0.990 -0.818
H -4.510 2.792 -2.313
H -6.232 2.562 -2.666
H -5.057 1.254 -2.962
H -3.436 -3.234 -0.090
H -1.481 -6.386 0.744
H -2.550 -5.373 -0.213
H -2.710 -5.788 2.822
H -3.842 -6.433 1.620
H -3.746 -4.686 1.914
H 2.310 -3.156 2.592
H 2.546 3.151 1.980
H -3.426 3.107 -0.128
H 0.702 6.288 0.984
H 2.090 5.241 1.216
H -0.041 5.849 3.334
H 1.609 6.500 3.310
H 1.331 4.766 3.571
H -2.571 5.195 -0.491
H -1.365 6.272 0.187
H -3.502 4.786 1.809
H -3.556 6.506 1.378
H -2.308 5.898 2.481
H 5.458 -1.150 3.171
H 4.483 -2.534 2.713
H 4.282 -1.018 5.369
H 4.976 -2.632 5.144
H 3.238 -2.363 4.906
H 4.687 2.387 2.256
H 5.516 1.064 3.055
H 3.341 2.798 4.348
H 5.083 2.943 4.656
H 4.204 1.483 5.147
H 1.842 -5.294 2.131
H 0.470 -6.342 1.807
H 0.764 -4.542 4.269
H 1.029 -6.297 4.252
H -0.589 -5.633 3.962
C 1.896 -4.851 -2.349
N 2.017 -3.410 -2.669
C 0.857 -2.931 -3.480
C 2.133 -2.591 -1.407
C 2.507 -1.172 -1.699
C 3.680 -0.960 -2.441
C 4.123 0.319 -2.719
C 3.380 1.377 -2.205
C 2.220 1.133 -1.478
C 1.692 -0.150 -1.180
H 1.724 -5.419 -3.262
H 1.053 -4.969 -1.671
H 2.805 -5.194 -1.859
H 2.862 -3.246 -3.208
H -0.055 -3.131 -2.925
H 0.846 -3.442 -4.441
H 0.928 -1.855 -3.606
H 2.859 -3.090 -0.763
H 1.155 -2.610 -0.938
H 4.272 -1.807 -2.808
H 5.017 0.485 -3.312
H 3.704 2.402 -2.379
H 1.687 2.004 -1.110
C 0.577 3.518 -4.189
C -0.224 2.273 -4.587
C 0.313 1.711 -5.900
C -1.703 2.625 -4.743
N -0.076 1.192 -3.602
N -0.692 1.406 -2.350
H 0.418 4.335 -4.901
H 1.648 3.288 -4.157
H 0.279 3.874 -3.197
H 0.240 2.451 -6.705
H -0.259 0.820 -6.173
H 1.365 1.423 -5.786
H -1.866 3.163 -5.683
H -2.050 3.260 -3.922
H -2.301 1.711 -4.742
H 0.905 1.019 -3.423
H -1.674 1.174 -2.460
H -0.615 2.373 -2.048
Cl -2.659 -4.109 -3.338
C -2.602 -2.499 -4.117
Cl -1.509 -2.534 -5.539
C -2.176 -1.333 -3.146
O -2.929 -0.346 -3.300
O -1.205 -1.529 -2.396
H -3.592 -2.297 -4.495

Atom charges from the Mulliken analysis, given in e for atoms 1 to 99: 0.54 -1.35 -1.44 1.30 1.03 -1.22 -0.79 0.32 -0.28 -0.06 -1.04 -0.27 0.88 -0.96 -1.13 0.79 0.01 -0.71 0.29 -0.04 0.16 -0.70 -0.37 0.10 0.26 -1.12 0.60 0.57 -1.22 -1.01 -1.28 -1.13 0.45 0.34 -1.11 -1.11 -1.13 -0.96 -0.48 -1.18 -1.14 0.43 0.33 0.20 0.51 0.27 0.42 0.41 0.05 0.51 0.11 0.53 0.48 0.15 0.23 0.41 0.17 0.31 0.34 0.39 0.45 0.37 0.20 0.39 0.18 0.27 0.50 0.25 0.40 0.23 0.47 0.31 0.23 0.40 0.21 0.34 0.40 0.14 0.39 0.22 0.32 0.48 0.22 0.41 0.22 -0.75 0.25 -0.80 -0.10 0.57 -0.56 -1.47 -0.41 0.46 0.59 0.36 0.20 0.35 0.43


[8]
The following is a DFT calculation (the ωB97M-V functional and the def2-TZVPD basis) of an isolated ion of composition C16H26NO2 and charge +1.

Output
SMILES: CC[C@@H](CO)[NH2+]Cc1ccc(OC2CCCC2)cc1
Charge: +1
Strongest force on any atom in eV/A: 0.8
ΔE to the lowest compared entry with this formula, charge and spin in eV: 0.968
HOMO in eV: -11.5
Orbital gap in Eh: 0.3302
LUMO level in Eh: -0.09343

Cartesian coordinates (Å):
C 4.405 -0.509 2.383
C 4.462 -0.547 0.859
C 3.352 0.294 0.227
C 3.712 1.785 0.209
O 4.690 1.952 -0.798
N 3.155 -0.098 -1.205
C 2.410 -1.376 -1.438
C 0.988 -1.225 -0.985
C 0.561 -1.748 0.235
C -0.741 -1.591 0.646
C -1.670 -0.904 -0.150
O -2.911 -0.833 0.337
C -3.963 -0.241 -0.423
C -5.285 -0.627 0.263
C -6.071 0.676 0.406
C -4.979 1.721 0.608
C -3.910 1.301 -0.401
C -1.237 -0.368 -1.367
C 0.073 -0.533 -1.770
H 5.195 -1.128 2.795
H 3.451 -0.889 2.741
H 4.536 0.500 2.763
H 4.368 -1.586 0.542
H 5.429 -0.176 0.515
H 2.404 0.139 0.750
H 2.822 2.390 -0.017
H 4.087 2.083 1.192
H 5.124 2.805 -0.700
H 4.090 -0.109 -1.632
H 2.629 0.655 -1.666
H 2.455 -1.592 -2.507
H 2.907 -2.179 -0.895
H 1.252 -2.299 0.856
H -1.082 -2.004 1.581
H -3.917 -0.630 -1.447
H -5.828 -1.386 -0.295
H -5.041 -1.031 1.245
H -6.778 0.640 1.232
H -6.622 0.886 -0.512
H -5.329 2.737 0.439
H -4.583 1.651 1.622
H -2.918 1.659 -0.125
H -4.158 1.690 -1.389
H -1.917 0.172 -2.004
H 0.379 -0.128 -2.725

Need the Mulliken charges? In units of e they are: -1.31 -0.40 0.01 -0.73 -0.53 -0.02 -1.52 0.47 -0.46 -0.66 0.56 -0.41 0.19 -0.92 -0.57 -0.77 -0.66 -0.14 -0.82 0.39 0.34 0.35 0.30 0.35 0.22 0.40 0.40 0.34 0.46 0.43 0.53 0.40 0.43 0.47 0.42 0.33 0.27 0.36 0.29 0.38 0.29 0.39 0.32 0.41 0.43


> Which value of ΔE to the lowest compared entry with this formula, charge and spin does entry 7 give?

0.000 eV